Record 1
{"formula": "C30H58BrN3O11S", "method": "wB97M-V/def2-TZVPD", "e_homo_ev": -8.84, "smiles": "[H]/N=C\\Cc1cc2nsnc2cc1CC(=O)Br.COCCOC.COCCOC.COCCOC.COCCOC.COCCOC", "charge": 0, "lumo_ha": -0.057, "species": ["H", "N", "C", "C", "C", "C", "C", "N", "S", "N", "C", "C", "C", "C", "C", "O", "Br", "H", "H", "H", "H", "H", "H", "H", "C", "O", "C", "C", "O", "C", "H", "H", "H", "H", "H", "H", "H", "H", "H", "H", "C", "O", "C", "C", "O", "C", "H", "H", "H", "H", "H", "H", "H", "H", "H", "H", "C", "O", "C", "C", "O", "C", "H", "H", "H", "H", "H", "H", "H", "H", "H", "H", "C", "O", "C", "C", "O", "C", "H", "H", "H", "H", "H", "H", "H", "H", "H", "H", "C", "O", "C", "C", "O", "C", "H", "H", "H", "H", "H", "H", "H", "H", "H", "H"], "xyz": [[0.389, -1.216, 0.154], [-0.567, -1.558, 0.360], [-0.808, -1.288, 1.627], [0.179, -0.559, 2.657], [1.083, 0.596, 2.024], [2.621, 0.524, 2.342], [3.646, 1.571, 1.766], [5.079, 1.599, 2.015], [5.536, 2.991, 1.133], [4.109, 3.619, 0.409], [3.060, 2.724, 0.859], [1.520, 2.789, 0.554], [0.473, 1.765, 1.125], [-1.100, 1.890, 0.812], [-1.605, 3.391, 1.188], [-0.929, 4.197, 1.883], [-3.410, 4.056, 0.598], [-1.844, -1.617, 2.032], [-0.470, -0.099, 3.502], [0.855, -1.342, 3.176], [3.024, -0.304, 3.013], [1.106, 3.624, -0.106], [-1.748, 1.183, 1.443], [-1.329, 1.652, -0.299], [-3.839, -7.279, 0.457], [-2.455, -7.092, 0.197], [-2.161, -5.769, -0.254], [-1.570, -4.919, 0.866], [-2.530, -4.674, 1.895], [-2.332, -5.507, 3.029], [-3.960, -8.218, 0.999], [-4.251, -6.469, 1.066], [-4.388, -7.345, -0.487], [-3.053, -5.293, -0.677], [-1.420, -5.862, -1.053], [-1.287, -3.947, 0.456], [-0.668, -5.385, 1.277], [-1.460, -5.163, 3.594], [-2.200, -6.555, 2.746], [-3.215, -5.430, 3.667], [10.727, -0.765, 0.259], [9.834, 0.301, 0.548], [8.665, 0.268, -0.271], [7.470, -0.297, 0.490], [7.655, -1.678, 0.795], [8.044, -1.884, 2.146], [11.473, -0.810, 1.054], [10.209, -1.727, 0.211], [11.236, -0.574, -0.690], [8.849, -0.300, -1.190], [8.445, 1.302, -0.554], [6.583, -0.227, -0.147], [7.275, 0.281, 1.399], [7.186, -1.729, 2.807], [8.862, -1.221, 2.441], [8.382, -2.917, 2.250], [-7.038, 5.770, -1.387], [-5.665, 6.110, -1.519], [-5.234, 6.105, -2.880], [-5.139, 7.521, -3.437], [-6.427, 8.127, -3.538], [-6.678, 9.040, -2.479], [-7.351, 6.007, -0.368], [-7.665, 6.332, -2.084], [-7.172, 4.697, -1.555], [-5.894, 5.484, -3.496], [-4.237, 5.653, -2.897], [-4.729, 7.473, -4.450], [-4.465, 8.136, -2.831], [-6.102, 9.957, -2.635], [-6.433, 8.611, -1.504], [-7.741, 9.290, -2.490], [4.844, -2.540, -4.872], [5.199, -1.239, -4.425], [4.060, -0.395, -4.255], [3.678, -0.268, -2.784], [3.206, -1.509, -2.261], [4.192, -2.179, -1.486], [5.718, -3.186, -4.767], [4.026, -2.963, -4.283], [4.558, -2.505, -5.927], [3.214, -0.755, -4.850], [4.338, 0.595, -4.632], [2.858, 0.448, -2.694], [4.520, 0.110, -2.192], [4.307, -1.677, -0.521], [5.157, -2.219, -2.000], [3.851, -3.201, -1.310], [-5.436, -2.775, 1.263], [-6.338, -2.097, 2.128], [-5.663, -1.379, 3.160], [-5.598, 0.113, 2.850], [-4.769, 0.372, 1.719], [-5.523, 0.616, 0.538], [-5.993, -3.109, 0.386], [-4.622, -2.124, 0.932], [-5.023, -3.651, 1.772], [-4.660, -1.788, 3.328], [-6.241, -1.522, 4.078], [-5.148, 0.630, 3.701], [-6.602, 0.526, 2.700], [-5.974, 1.611, 0.585], [-6.303, -0.137, 0.389], [-4.842, 0.581, -0.315]], "forces_ev_per_angstrom": [[-0.38, -0.14, -0.15], [0.07, 1.04, 3.46], [0.04, -0.46, -1.48], [-0.27, 0.54, 0.18], [3.32, 1.03, -0.32], [-2.36, 1.82, -1.84], [-1.13, -0.02, 0.12], [-4.68, 2.55, -2.58], [-2.47, -0.75, -0.06], [-1.14, -4.03, 2.75], [0.86, -0.81, 0.62], [-1.10, -2.55, 1.62], [4.52, 0.75, 0.02], [0.26, 0.64, -0.09], [3.07, 2.62, 2.76], [-3.18, -3.96, -3.35], [1.18, -0.87, 0.13], [1.79, 0.56, -0.54], [0.99, -0.72, -1.40], [-1.06, 1.24, -0.97], [-0.75, 1.23, -1.10], [0.86, -1.24, 1.10], [1.04, 0.99, -0.87], [0.36, 0.53, 1.89], [0.15, -0.12, -0.01], [-0.29, 0.30, 0.07], [0.44, -0.30, 0.29], [-0.40, 0.25, -0.33], [0.19, -0.31, 0.10], [-0.15, 0.13, -0.03], [0.09, 0.04, -0.08], [0.02, 0.01, -0.04], [-0.13, 0.04, 0.02], [0.02, 0.02, 0.11], [-0.01, 0.06, 0.01], [0.02, -0.03, -0.04], [-0.11, -0.09, -0.02], [0.06, -0.11, 0.06], [0.04, 0.06, -0.02], [0.04, 0.08, -0.08], [0.02, 0.13, 0.10], [-0.14, -0.33, -0.19], [-0.05, 0.23, 0.47], [0.22, -0.29, -0.37], [0.16, 0.25, 0.21], [-0.04, -0.13, -0.10], [-0.07, 0.10, -0.04], [-0.01, 0.05, -0.03], [0.04, -0.11, -0.05], [-0.04, -0.05, 0.09], [-0.04, -0.01, -0.03], [-0.05, 0.06, -0.03], [0.10, -0.06, -0.07], [0.05, 0.05, 0.11], [-0.07, 0.02, -0.02], [-0.08, 0.06, -0.10], [0.10, 0.03, 0.12], [-0.25, 0.00, -0.30], [0.33, 0.30, 0.36], [-0.39, -0.26, -0.24], [0.20, -0.02, 0.36], [-0.12, -0.01, -0.12], [0.12, -0.02, -0.04], [0.04, -0.03, -0.01], [-0.12, -0.03, -0.04], [-0.03, 0.12, 0.02], [0.00, 0.01, -0.03], [0.04, -0.03, -0.02], [-0.07, -0.10, 0.05], [0.02, 0.04, 0.11], [0.04, 0.01, -0.06], [0.09, -0.05, -0.11], [0.15, 0.05, 0.02], [-0.40, -0.12, 0.05], [0.49, 0.13, 0.28], [-0.40, -0.27, -0.26], [0.36, 0.10, -0.03], [-0.13, -0.06, 0.01], [-0.01, 0.13, -0.01], [0.00, 0.05, -0.03], [-0.08, -0.09, -0.03], [0.01, -0.04, 0.12], [-0.04, 0.01, 0.02], [0.00, 0.07, -0.01], [0.02, -0.06, -0.09], [0.13, -0.02, 0.05], [-0.03, 0.05, 0.03], [-0.07, 0.12, -0.03], [-0.13, -0.12, 0.03], [0.37, 0.20, 0.04], [-0.56, 0.14, -0.19], [0.47, -0.23, 0.03], [-0.29, -0.10, -0.06], [0.16, 0.03, -0.04], [-0.06, 0.05, 0.11], [0.01, -0.03, 0.04], [0.16, 0.02, -0.09], [0.00, 0.07, -0.08], [0.04, 0.04, 0.02], [-0.02, 0.01, 0.06], [0.04, -0.12, -0.04], [-0.08, 0.00, -0.06], [0.03, 0.03, 0.08], [0.03, 0.03, 0.13]]}


Record 2
{"formula": "C41H88B6F24N5O4", "method": "wB97M-V/def2-TZVPD", "e_homo_ev": -6.31, "charge": -1, "lumo_ha": -0.126, "species": ["C", "C", "C", "C", "C", "C", "N", "O", "C", "C", "C", "H", "H", "H", "H", "H", "H", "H", "H", "H", "H", "H", "H", "H", "H", "H", "H", "H", "H", "C", "C", "C", "C", "C", "C", "N", "O", "C", "C", "C", "H", "H", "H", "H", "H", "H", "H", "H", "H", "H", "H", "H", "H", "H", "H", "H", "H", "H", "C", "C", "C", "C", "C", "C", "N", "O", "C", "C", "C", "H", "H", "H", "H", "H", "H", "H", "H", "H", "H", "H", "H", "H", "H", "H", "H", "H", "H", "C", "C", "C", "N", "C", "C", "C", "C", "C", "C", "H", "H", "H", "H", "H", "H", "H", "H", "H", "H", "H", "H", "H", "H", "H", "H", "H", "H", "H", "H", "C", "N", "C", "C", "C", "C", "O", "H", "H", "H", "H", "H", "H", "H", "H", "H", "H", "H", "H", "H", "H", "B", "F", "F", "F", "F", "B", "F", "F", "F", "F", "B", "F", "F", "F", "F", "B", "F", "F", "F", "F", "B", "F", "F", "F", "F", "B", "F", "F", "F", "F"], "xyz": [[13.769, 9.868, 11.344], [13.417, 11.345, 11.714], [14.806, 12.080, 11.877], [14.694, 13.571, 11.674], [13.978, 14.035, 10.445], [12.541, 13.436, 10.216], [12.697, 11.899, 10.442], [11.674, 11.121, 10.043], [12.244, 13.644, 8.704], [11.420, 14.016, 11.177], [12.511, 11.327, 12.908], [12.883, 9.270, 11.133], [14.232, 9.345, 12.181], [14.489, 9.816, 10.527], [15.589, 11.717, 11.211], [15.221, 11.804, 12.846], [15.684, 14.004, 11.820], [14.067, 13.968, 12.472], [14.627, 13.929, 9.576], [13.791, 15.107, 10.513], [12.841, 13.144, 7.941], [12.339, 14.687, 8.403], [11.241, 13.314, 8.436], [11.331, 15.101, 11.131], [11.647, 13.834, 12.227], [10.446, 13.594, 10.929], [12.981, 10.925, 13.805], [11.589, 10.747, 12.908], [12.199, 12.280, 13.334], [17.778, 14.830, 20.460], [16.745, 15.615, 21.249], [15.710, 16.307, 20.256], [14.714, 15.380, 19.652], [13.886, 14.840, 20.843], [14.693, 13.894, 21.798], [15.997, 14.650, 22.191], [16.830, 14.231, 23.233], [15.062, 12.544, 21.136], [13.794, 13.630, 23.055], [17.321, 16.824, 22.205], [18.551, 15.426, 19.975], [17.306, 14.288, 19.641], [18.377, 14.227, 21.142], [16.228, 16.766, 19.413], [15.246, 17.206, 20.662], [15.152, 14.623, 19.002], [14.043, 15.928, 18.992], [13.154, 14.208, 20.340], [13.284, 15.636, 21.281], [15.601, 11.963, 21.885], [15.665, 12.735, 20.248], [14.333, 11.772, 20.892], [14.042, 12.706, 23.578], [12.747, 13.482, 22.790], [13.864, 14.400, 23.823], [16.585, 17.414, 22.752], [17.923, 17.566, 21.681], [17.941, 16.464, 23.026], [22.087, 8.597, 14.293], [22.527, 8.446, 12.721], [22.017, 7.145, 12.163], [22.152, 7.060, 10.627], [21.271, 8.200, 10.034], [21.810, 9.572, 10.363], [21.937, 9.634, 11.840], [22.056, 10.946, 12.386], [20.569, 10.434, 9.885], [23.151, 9.993, 9.665], [24.086, 8.494, 12.664], [21.021, 8.370, 14.319], [22.252, 9.567, 14.762], [22.399, 7.733, 14.878], [21.055, 6.957, 12.640], [22.674, 6.383, 12.583], [21.834, 6.076, 10.283], [23.204, 7.147, 10.354], [20.286, 8.064, 10.479], [21.240, 8.105, 8.949], [19.650, 10.061, 10.338], [20.404, 10.306, 8.815], [20.576, 11.486, 10.171], [23.305, 11.029, 9.965], [23.045, 9.916, 8.583], [24.021, 9.399, 9.948], [24.421, 9.531, 12.697], [24.478, 8.089, 11.730], [24.509, 7.979, 13.526], [9.380, 7.951, 18.880], [10.608, 8.585, 18.194], [11.964, 8.367, 18.907], [13.212, 9.068, 18.389], [14.403, 8.505, 19.173], [15.793, 8.991, 18.681], [15.960, 8.790, 17.121], [14.781, 9.400, 16.365], [13.411, 8.907, 16.892], [13.015, 10.488, 18.763], [8.510, 8.389, 18.391], [9.375, 8.249, 19.928], [9.280, 6.866, 18.840], [10.511, 9.668, 18.272], [10.614, 8.219, 17.167], [12.157, 7.294, 18.913], [11.830, 8.689, 19.939], [14.428, 7.431, 18.986], [14.498, 8.795, 20.219], [16.561, 8.436, 19.221], [16.052, 10.008, 18.978], [16.116, 7.738, 16.884], [16.905, 9.200, 16.765], [14.920, 9.289, 15.289], [14.770, 10.474, 16.551], [13.357, 7.828, 16.743], [12.660, 9.454, 16.323], [12.670, 10.630, 19.787], [12.308, 11.042, 18.144], [13.957, 10.987, 18.533], [18.459, 12.217, 17.047], [18.281, 13.366, 16.035], [16.812, 13.538, 15.663], [18.571, 14.669, 16.883], [19.215, 13.215, 14.789], [20.701, 12.755, 14.990], [21.403, 13.642, 15.796], [19.503, 12.025, 17.294], [18.037, 11.433, 16.419], [17.816, 12.433, 17.901], [16.362, 12.707, 15.121], [16.777, 14.288, 14.873], [16.194, 13.767, 16.531], [17.675, 14.921, 17.450], [18.720, 15.475, 16.165], [19.526, 14.505, 17.381], [19.086, 14.101, 14.168], [18.772, 12.359, 14.280], [21.165, 12.707, 14.005], [20.785, 11.766, 15.440], [22.235, 13.246, 16.065], [21.670, 14.797, 19.711], [22.903, 14.736, 19.158], [21.042, 15.876, 19.096], [20.882, 13.695, 19.596], [21.842, 15.195, 21.022], [12.872, 13.239, 16.491], [12.271, 12.058, 16.091], [13.146, 13.962, 15.324], [12.149, 13.936, 17.413], [14.042, 12.841, 17.067], [18.519, 10.841, 21.144], [18.112, 10.850, 19.820], [18.035, 9.706, 21.721], [19.969, 10.771, 21.189], [18.052, 11.965, 21.825], [17.177, 17.078, 13.870], [17.107, 17.180, 15.265], [16.263, 16.087, 13.507], [16.785, 18.227, 13.199], [18.410, 16.633, 13.412], [17.959, 9.995, 12.825], [16.971, 9.286, 12.208], [17.884, 11.254, 12.344], [17.846, 10.108, 14.189], [19.158, 9.430, 12.579], [24.192, 11.841, 15.933], [23.423, 11.758, 14.769], [23.737, 12.902, 16.695], [23.979, 10.708, 16.721], [25.530, 11.856, 15.726]], "forces_ev_per_angstrom": [[-0.34, -0.18, 0.14], [2.99, -2.02, -1.52], [-0.86, -0.02, -0.47], [-0.65, 0.36, 1.88], [-0.35, 0.14, -0.40], [1.97, 0.26, -1.82], [-8.06, -3.22, 1.03], [6.40, 4.76, 1.48], [-1.18, -0.13, -0.27], [0.52, -0.86, -0.06], [-1.38, 0.94, 1.86], [-0.09, 0.21, -0.27], [0.24, 0.53, 0.19], [-0.16, 0.06, -0.04], [-0.42, -0.55, -0.41], [-0.30, 0.25, 0.22], [-0.14, 0.34, -0.25], [0.32, 0.11, 0.63], [-0.36, -0.38, -0.40], [0.13, 0.11, 0.12], [0.70, -0.45, 0.74], [-0.12, 0.18, 0.58], [-0.27, 0.20, 0.28], [0.46, 0.00, -0.65], [0.05, -0.21, -0.16], [0.10, -0.15, -0.03], [0.94, -0.18, -0.38], [0.01, -0.22, -1.06], [0.27, 0.37, -0.43], [0.83, -0.48, 0.44], [-1.22, 3.69, 0.41], [1.31, 0.35, -0.39], [-0.95, 0.17, 1.04], [0.36, -1.32, -1.83], [-2.25, 0.57, 0.74], [6.27, -3.19, 4.72], [-6.46, 2.36, -6.50], [1.44, 0.03, 0.49], [0.77, -0.33, 0.43], [0.21, -1.17, 0.15], [-0.22, 0.84, 0.12], [0.02, -0.43, 0.38], [-0.25, -0.58, -0.27], [0.95, -0.23, 0.18], [-0.31, -0.33, 0.71], [0.04, -0.28, 0.33], [-0.04, 0.06, 0.02], [-0.25, -0.45, 0.45], [0.53, 0.07, 0.57], [0.93, 0.35, -0.18], [0.20, -0.35, 0.17], [-1.15, 1.11, -0.09], [0.49, -0.07, -0.16], [0.10, 0.41, -0.47], [-0.05, 0.29, -0.27], [-0.81, -0.32, -0.48], [-0.06, -0.49, -0.62], [0.27, -0.49, -0.40], [-1.22, -0.34, -1.95], [-0.15, 0.77, 2.34], [0.61, -0.53, -0.09], [-1.06, 0.47, 0.53], [1.62, -2.25, 0.21], [-2.27, 0.41, -0.87], [3.07, 8.06, 4.06], [-1.13, -8.97, -3.50], [0.14, 0.59, 0.76], [-0.64, 0.11, 0.88], [-0.29, 1.24, -0.69], [-0.42, 0.66, -0.30], [0.54, -0.14, -0.16], [1.13, 0.24, -0.22], [-0.44, -0.08, -0.82], [0.11, -0.03, 0.21], [-0.17, 0.07, -0.04], [0.00, 0.14, -0.08], [-0.09, 0.20, -0.28], [-0.25, 0.10, 0.01], [0.25, -0.19, 0.29], [0.54, 0.14, -0.06], [0.49, 0.04, -0.23], [0.25, 0.00, -0.21], [-0.31, 0.04, 0.10], [-0.19, -0.03, 0.20], [0.04, 0.04, 0.33], [-0.06, -0.26, 0.09], [-0.31, -0.04, -0.08], [0.49, 0.58, 0.27], [0.77, 0.27, 0.28], [-0.73, -1.59, -0.25], [-0.99, 0.43, 1.10], [2.13, 0.28, -1.08], [-0.02, -0.04, -1.85], [0.24, 0.10, 1.01], [0.13, 0.45, 1.40], [0.99, -0.57, -0.66], [0.74, 1.51, -0.67], [-0.10, -0.11, 0.15], [-0.22, -0.04, 0.10], [0.36, 0.01, -0.19], [-0.60, 0.09, -0.74], [0.29, 0.43, -0.11], [0.36, -0.03, 0.05], [0.29, -0.06, 0.01], [-0.53, -0.04, 0.40], [-1.42, -0.24, 0.14], [-0.17, -0.31, 0.05], [-0.38, 0.24, -0.14], [-0.53, -0.37, 0.11], [-0.10, 0.50, 0.16], [-0.48, -0.29, -0.02], [0.23, 0.27, -0.18], [-0.33, -0.08, -0.17], [-0.41, -0.16, 0.55], [0.49, -0.45, 0.08], [-0.15, -0.62, -0.39], [-0.06, 0.20, 0.51], [-0.95, 0.27, -2.15], [0.48, 1.53, 2.09], [0.69, -0.30, -1.33], [0.83, -0.49, -2.05], [-0.25, -1.28, 0.53], [-0.65, 0.97, 0.97], [-1.14, 0.82, -0.22], [-0.20, 0.41, 0.13], [0.15, -0.79, 0.65], [0.35, -0.10, 0.01], [0.49, -0.79, 0.46], [-0.02, 0.73, 0.55], [0.34, 0.07, -0.16], [0.38, -0.38, 0.26], [-0.10, 0.01, -0.02], [-0.30, 0.05, 0.51], [0.15, 0.18, 0.33], [-0.24, 0.15, -0.27], [-0.30, -0.12, -0.47], [-0.48, -0.39, -0.21], [0.72, 0.00, 0.44], [0.55, 1.54, 0.16], [1.62, -1.05, -0.93], [-1.69, 1.25, -1.06], [-0.82, -1.41, -0.18], [-0.21, -0.12, 2.07], [0.57, 0.49, -1.24], [-1.58, -1.54, -0.40], [-0.21, 0.43, -0.18], [-1.03, 0.59, 0.62], [2.18, -0.37, 1.18], [3.02, -0.02, -0.01], [-0.66, 0.43, -1.17], [-1.07, -1.42, 0.93], [-1.51, 0.30, 0.02], [-0.38, 0.64, 0.24], [-0.43, -0.37, -0.26], [0.38, 0.41, 0.21], [-1.15, -1.29, -0.37], [0.13, 0.86, 0.12], [0.92, 0.09, 0.21], [-0.41, 0.55, 0.78], [-1.65, -1.49, -0.44], [0.15, 2.59, -1.39], [-0.83, -0.48, 1.85], [2.65, -1.37, -0.95], [-0.37, -0.85, 1.74], [-0.18, -0.15, -1.09], [0.01, 1.05, -0.07], [-0.75, -1.39, 0.12], [1.63, 0.70, -1.14]]}